Formula: C42H35N7O14
Source: the Open Molecules 2025 dataset
Level of theory: wB97M-V/def2-TZVPD

Element x y z (Å)
C 1.214 5.854 -0.350
C 0.177 6.733 -0.660
C -0.012 7.250 -1.953
C 0.910 6.945 -2.908
C 1.984 6.071 -2.608
C 2.113 5.532 -1.360
N 0.687 7.313 -4.341
O -0.343 7.880 -4.575
O 1.551 7.062 -5.151
H 1.298 5.326 0.595
H -0.595 6.996 0.063
H -0.798 7.978 -2.166
H 2.767 5.978 -3.345
H 2.871 4.791 -1.178
C -1.887 3.415 -0.383
C -3.179 3.369 -0.902
C -4.311 3.319 -0.011
C -4.021 3.315 1.396
C -2.696 3.423 1.911
C -1.670 3.537 1.007
N -5.123 3.211 2.348
O -6.254 3.243 1.939
O -4.866 3.088 3.526
H -0.985 3.392 -1.042
H -3.378 3.323 -1.957
H -5.318 3.258 -0.396
H -2.609 3.409 3.003
H -0.678 3.638 1.415
C 3.583 -0.075 -4.628
C 2.236 0.228 -4.362
C 1.206 -0.616 -4.761
C 1.539 -1.831 -5.376
C 2.907 -2.098 -5.667
C 3.911 -1.240 -5.296
N 0.497 -2.787 -5.718
O -0.630 -2.622 -5.318
O 0.872 -3.727 -6.430
H 4.360 0.566 -4.270
H 1.933 1.084 -3.788
H 0.162 -0.328 -4.573
H 3.204 -2.986 -6.185
H 4.967 -1.507 -5.412
C -2.884 -4.462 3.559
C -3.140 -3.926 2.299
C -3.177 -2.570 2.091
C -2.933 -1.776 3.135
C -2.584 -2.260 4.409
C -2.697 -3.629 4.655
N -2.990 -0.295 2.970
O -3.224 0.089 1.860
O -2.820 0.407 3.920
H -2.945 -5.555 3.632
H -3.379 -4.551 1.484
H -3.297 -2.138 1.101
H -2.337 -1.555 5.197
H -2.627 -4.127 5.630
C 2.094 -5.244 -3.809
C 2.448 -6.575 -3.627
C 1.712 -7.402 -2.774
C 0.655 -6.858 -2.057
C 0.286 -5.542 -2.273
C 1.053 -4.719 -3.089
N -0.139 -7.742 -1.142
O 0.125 -8.890 -1.070
O -1.056 -7.244 -0.543
H 2.609 -4.655 -4.555
H 3.237 -7.048 -4.223
H 1.958 -8.453 -2.636
H -0.545 -5.140 -1.687
H 0.826 -3.687 -3.314
C 1.967 -0.979 5.658
C 2.966 -0.056 5.231
C 2.560 1.264 4.836
C 1.226 1.625 4.906
C 0.232 0.725 5.353
C 0.620 -0.587 5.722
N 0.856 2.947 4.387
O -0.313 3.191 4.181
O 1.740 3.739 4.143
H 2.336 -1.960 5.980
H 3.971 -0.397 5.151
H 3.233 2.035 4.437
H -0.793 1.035 5.470
H -0.222 -1.187 6.060
C 0.091 -2.170 1.397
C 0.315 -1.066 2.196
C 0.606 0.184 1.674
C 0.798 0.269 0.325
C 0.615 -0.809 -0.522
C 0.193 -2.044 0.030
N 1.224 1.601 -0.256
O 1.572 2.480 0.546
O 1.051 1.794 -1.407
H -0.171 -3.117 1.883
H 0.202 -1.225 3.262
H 0.717 1.083 2.295
H 0.663 -0.681 -1.608
H -0.079 -2.861 -0.603

Output
**Gap between HOMO and LUMO**: 0.3139 Eh
**Charge**: 0
**E_HOMO**: -9.6 eV
**SMILES string**: O=[N+]([O-])c1ccccc1.O=[N+]([O-])c1ccccc1.O=[N+]([O-])c1ccccc1.O=[N+]([O-])c1ccccc1.O=[N+]([O-])c1ccccc1.O=[N+]([O-])c1ccccc1.O=[N+]([O-])c1ccccc1